63
Properties=species:S:1:pos:R:3:forces:R:3:lowdin_charge:R:1 method="wB97M-V/def2-TZVPD" homo_ev="-9.8 / -9.8" spin_multiplicity=3 total_charge=+1
Pr 0.335 -0.724 -0.224 -0.26 0.38 0.86 0.836
C 5.138 -0.652 -0.914 0.78 -2.00 0.66 -0.095
C 5.372 0.590 -1.434 -1.47 0.88 0.28 -0.062
C 4.260 1.479 -1.485 0.54 0.36 -1.51 -0.024
C 2.953 1.079 -1.242 0.79 -1.49 1.29 -0.214
C 2.773 -0.189 -0.592 -1.38 0.39 0.10 -0.241
C 3.882 -0.983 -0.374 0.33 0.03 -0.68 -0.142
C 1.849 2.059 -1.201 -0.18 0.60 -0.09 -0.224
C 2.044 3.367 -1.723 0.03 0.81 -0.29 -0.001
C 1.274 4.404 -1.256 0.21 -0.62 -0.64 0.019
C 0.223 4.139 -0.353 -1.31 -0.40 0.06 -0.137
C -0.701 5.145 0.072 1.53 -0.55 -0.52 -0.032
C -1.736 4.849 0.884 -1.49 0.22 0.36 -0.082
C -2.018 3.531 1.305 2.25 -0.21 -0.19 -0.025
C -1.107 2.549 0.917 -0.75 -0.96 0.69 -0.079
C -0.067 2.779 0.001 1.14 1.15 -1.09 -0.172
N 0.740 1.754 -0.524 -0.03 0.38 1.26 0.021
H 5.906 -1.488 -0.872 -0.65 1.52 0.00 0.130
H 6.361 0.906 -1.706 0.17 0.15 -0.27 0.102
H 4.376 2.487 -1.890 0.50 -0.26 0.29 0.098
H 3.847 -1.916 0.188 -0.32 0.00 -0.21 0.093
H 2.794 3.555 -2.514 -0.40 -0.19 0.83 0.124
H 1.440 5.415 -1.629 -0.10 -0.18 0.14 0.129
H -0.524 6.139 -0.296 -0.02 0.38 0.12 0.113
H -2.395 5.654 1.199 0.04 -0.13 -0.06 0.113
H -2.782 3.343 2.044 -0.11 -0.17 -0.13 0.113
H -1.150 1.521 1.312 -0.28 1.05 -0.18 0.031
C 1.946 0.148 3.134 0.06 0.30 -2.28 -0.012
C 0.549 -0.379 3.259 -0.45 -0.57 1.49 -0.281
C 0.245 -0.790 4.613 -0.39 1.31 -0.85 0.002
C -1.044 -1.132 4.841 -0.07 -0.68 0.46 0.013
C -2.019 -1.220 3.802 0.06 -0.45 -0.20 -0.169
C -3.254 -1.824 4.040 -1.74 0.52 -0.93 -0.018
C -4.219 -1.931 2.999 2.32 0.35 0.46 -0.033
C -3.843 -1.466 1.719 -0.06 0.92 0.34 -0.108
C -2.639 -0.766 1.465 -0.72 -1.34 0.51 -0.613
S -2.462 0.009 -0.082 0.62 -0.61 -0.99 0.613
C -1.679 -0.782 2.512 1.00 -0.22 0.05 -0.229
N -0.345 -0.442 2.277 0.91 0.62 -0.22 0.007
H 2.672 -0.645 2.967 0.03 -0.34 0.18 0.093
H 2.279 0.701 4.016 -0.31 0.07 -0.27 0.096
H 2.014 0.745 2.191 0.14 0.03 0.84 0.086
H 1.006 -0.579 5.388 -0.69 -0.57 -0.44 0.130
H -1.382 -1.429 5.826 0.06 0.05 0.14 0.124
H -3.459 -2.072 5.069 -0.33 -0.33 0.07 0.108
H -5.197 -2.352 3.151 -0.06 -0.15 0.13 0.102
H -4.555 -1.486 0.888 0.15 -0.11 0.38 0.096
C 0.910 -1.577 -4.281 2.71 -0.61 -0.54 -0.037
N -0.314 -2.064 -3.815 -3.54 -1.30 2.26 -0.117
C -1.567 -1.793 -4.370 0.06 0.05 -1.02 -0.025
C -2.479 -2.575 -3.766 -1.97 -0.13 1.30 -0.021
N -1.846 -3.269 -2.720 -0.03 1.68 -1.99 -0.137
C -2.556 -4.139 -1.828 -0.69 -1.89 1.11 -0.049
C -0.564 -2.887 -2.716 1.08 -0.58 0.05 -0.642
Se 0.567 -3.501 -1.326 0.30 0.30 -0.63 0.711
H 1.215 -2.026 -5.248 -0.38 -0.14 0.48 0.117
H 1.697 -1.886 -3.547 -0.52 0.70 -0.54 0.097
H 0.872 -0.524 -4.495 0.06 0.62 0.45 0.098
H -1.705 -1.063 -5.180 0.20 -0.59 0.50 0.146
H -3.610 -2.611 -3.737 1.75 0.18 -0.67 0.162
H -3.373 -4.710 -2.363 1.22 0.61 0.17 0.120
H -3.104 -3.602 -1.037 0.56 0.20 -0.19 0.097
H -1.843 -4.872 -1.339 -0.89 0.96 -0.71 0.081

=====

73
Properties=species:S:1:pos:R:3:forces:R:3:lowdin_charge:R:1 method="wB97M-V/def2-TZVPD" homo_ev="-2.9 / -4.4" spin_multiplicity=2 total_charge=-1
Sc -1.432 -0.108 -0.195 -0.16 -1.08 0.58 0.914
O -3.831 -2.896 -2.353 0.01 0.01 0.02 0.015
C -3.319 -1.997 -1.681 0.10 -0.08 -0.05 -0.482
N -2.023 -1.753 -1.466 -0.19 0.36 -0.09 -0.063
C -1.106 -2.773 -1.914 0.09 0.03 -0.01 -0.172
C -0.332 -3.486 -0.815 -0.06 -0.05 0.00 -0.242
C 0.457 -4.547 -1.174 -0.03 -0.01 0.03 -0.073
C 1.038 -5.402 -0.239 0.01 -0.01 0.03 -0.097
C 0.718 -5.180 1.108 0.01 0.03 -0.03 -0.090
C -0.062 -4.127 1.469 0.02 -0.02 -0.02 -0.091
N -0.520 -3.194 0.540 -0.11 0.06 0.04 -0.110
C -4.241 -1.058 -0.933 -0.04 0.05 -0.18 -0.161
C -5.600 -1.072 -1.205 -0.02 -0.04 0.12 0.010
C -6.428 -0.247 -0.468 0.00 0.01 0.00 -0.052
C -5.874 0.561 0.516 -0.01 -0.01 -0.01 -0.048
C -4.506 0.533 0.708 0.02 -0.01 0.04 -0.097
N -3.705 -0.257 -0.010 -0.03 0.12 -0.22 0.045
H -0.378 -2.361 -2.624 0.01 0.05 0.07 0.108
H -1.676 -3.537 -2.448 0.02 -0.01 -0.02 0.118
H 0.586 -4.727 -2.235 -0.01 0.00 0.00 0.117
H 1.669 -6.224 -0.544 0.00 0.00 0.00 0.086
H 1.093 -5.829 1.889 0.00 0.00 0.00 0.098
H -0.309 -3.884 2.489 -0.01 -0.01 0.01 0.060
H -5.957 -1.741 -1.973 0.00 -0.01 0.01 0.117
H -7.495 -0.232 -0.652 0.00 0.00 0.00 0.104
H -6.487 1.212 1.123 0.00 0.00 0.00 0.102
H -4.019 1.150 1.449 0.00 0.01 0.00 0.107
O 0.250 2.518 2.328 0.00 -0.04 0.01 -0.262
S -0.455 2.155 1.139 -0.09 0.15 0.10 0.512
O 0.267 1.227 0.239 0.14 0.18 -0.06 -0.427
O -1.775 1.520 1.346 -0.05 0.06 -0.05 -0.364
C -0.768 3.690 0.265 0.01 0.02 0.04 -0.201
C -0.663 4.820 1.067 0.01 0.02 0.01 -0.055
C -0.949 6.081 0.568 0.00 0.00 -0.02 -0.070
C -1.348 6.221 -0.749 0.01 -0.02 0.01 -0.069
C -1.447 5.101 -1.560 0.01 0.02 -0.02 -0.055
C -1.158 3.834 -1.073 0.02 -0.04 0.01 -0.203
S -1.265 2.518 -2.291 -0.16 0.09 0.03 0.524
O 0.107 2.180 -2.621 0.00 0.06 -0.03 -0.314
O -2.042 3.047 -3.378 0.01 0.00 0.02 -0.290
O -1.964 1.416 -1.588 0.15 0.09 -0.26 -0.378
H -0.349 4.694 2.093 0.00 -0.01 0.00 0.109
H -0.860 6.945 1.214 0.00 0.00 0.00 0.104
H -1.581 7.198 -1.153 0.00 0.00 0.00 0.104
H -1.758 5.188 -2.591 0.00 0.00 0.00 0.109
S 1.817 -1.219 -0.864 -0.08 -0.18 0.05 0.766
C 2.652 -0.613 -2.174 0.04 0.15 -0.03 -0.728
N 2.215 0.505 -2.825 0.11 -0.02 0.09 0.060
C 2.820 1.064 -3.895 -0.03 0.01 0.02 -0.077
C 3.956 0.529 -4.411 0.02 -0.02 0.00 -0.084
C 4.481 -0.624 -3.776 -0.01 0.02 -0.01 -0.077
C 3.859 -1.174 -2.698 -0.02 -0.02 0.00 -0.095
H 1.386 0.977 -2.454 -0.07 -0.04 -0.10 0.080
H 2.332 1.948 -4.281 -0.02 -0.01 0.00 0.128
H 4.436 0.978 -5.266 0.00 0.00 0.00 0.095
H 5.390 -1.074 -4.155 0.00 0.00 0.00 0.103
H 4.245 -2.053 -2.204 0.00 0.00 0.00 0.100
S -2.001 -2.014 2.396 0.18 0.27 0.04 0.555
C -1.127 -2.017 0.965 0.14 -0.06 -0.09 -0.759
N 1.115 -0.827 3.207 0.11 0.00 -0.02 0.127
C 2.373 -0.432 3.605 -0.02 0.02 0.02 -0.316
C 3.213 0.250 2.716 0.02 0.01 0.00 -0.036
C 4.496 0.599 3.095 -0.01 -0.01 0.00 -0.105
C 4.982 0.284 4.359 0.01 0.00 0.00 -0.135
C 4.153 -0.392 5.243 0.00 0.00 0.00 -0.122
C 2.865 -0.748 4.876 0.00 0.00 0.00 -0.053
H 0.440 -1.059 3.916 -0.02 -0.01 -0.02 0.070
H 0.709 -0.320 2.437 0.00 -0.06 -0.04 0.046
H 2.843 0.491 1.725 -0.01 0.00 0.01 0.092
H 5.126 1.127 2.389 0.00 0.00 0.00 0.095
H 5.988 0.561 4.649 0.00 0.00 0.00 0.084
H 4.510 -0.648 6.234 0.00 0.00 0.00 0.091
H 2.226 -1.279 5.573 0.00 0.00 0.00 0.101

=====

72
Properties=species:S:1:pos:R:3:forces:R:3:lowdin_charge:R:1 method="wB97M-V/def2-TZVPD" homo_ev=0.0 spin_multiplicity=1 total_charge=-2
Ca -0.106 -0.780 -1.779 1.35 -1.66 0.32 1.037
C 5.024 -4.555 1.336 -0.04 -0.06 -0.09 -0.369
As 3.476 -3.795 0.175 0.07 0.03 0.42 0.976
C 3.504 -5.355 -1.023 -0.02 0.05 -0.05 -0.384
C 2.164 -4.418 1.533 -0.20 -0.04 -0.15 -0.441
C 2.091 -5.780 1.822 0.15 0.07 0.05 -0.139
C 1.150 -6.309 2.693 -0.04 -0.03 0.04 -0.122
C 0.242 -5.464 3.309 0.00 -0.01 -0.03 -0.127
C 0.302 -4.105 3.039 0.09 -0.02 0.03 -0.170
C 1.249 -3.566 2.167 0.04 -0.01 0.01 -0.466
As 0.927 -1.652 1.882 -0.18 0.02 -0.57 1.082
C 1.335 -1.134 3.765 0.11 -0.10 0.21 -0.353
C 2.572 -0.809 1.230 0.13 0.03 0.15 -0.407
H 4.958 -5.636 1.502 0.02 -0.01 0.02 -0.023
H 5.010 -4.058 2.310 0.01 0.04 -0.03 -0.016
H 5.976 -4.331 0.844 -0.01 -0.01 -0.01 -0.023
H 3.718 -6.291 -0.506 -0.01 0.01 0.02 -0.008
H 4.299 -5.169 -1.750 -0.02 -0.02 -0.02 0.005
H 2.545 -5.382 -1.536 0.01 -0.01 0.00 -0.037
H 2.786 -6.459 1.342 0.00 0.00 -0.01 0.069
H 1.118 -7.378 2.871 -0.01 -0.01 0.01 0.083
H -0.522 -5.856 3.972 0.00 -0.01 0.01 0.082
H -0.437 -3.450 3.492 0.02 0.01 0.01 0.076
H 2.319 -1.505 4.059 0.01 0.04 0.07 0.014
H 0.585 -1.544 4.443 0.01 0.03 0.03 -0.007
H 1.321 -0.045 3.846 0.00 -0.01 0.04 -0.020
H 3.465 -1.225 1.695 0.00 0.00 0.03 0.000
H 2.491 0.249 1.503 0.03 -0.04 -0.05 -0.008
H 2.635 -0.921 0.151 -0.02 -0.04 0.00 -0.045
C -2.890 6.076 -1.104 0.01 0.04 -0.03 -0.048
C -3.062 5.397 0.251 0.03 -0.12 0.00 -0.323
C -2.638 6.353 1.356 0.03 0.04 -0.02 -0.159
C -2.523 5.650 2.696 0.00 -0.02 0.05 -0.135
C -1.505 4.554 2.582 -0.02 -0.05 -0.23 -0.154
C -0.648 4.224 3.602 0.08 -0.04 0.15 0.037
C 0.244 3.161 3.457 -0.09 0.10 -0.01 -0.258
F 1.062 2.884 4.497 0.00 -0.01 0.00 0.050
C 0.287 2.409 2.321 0.06 -0.05 0.05 0.079
C -0.572 2.740 1.267 -0.01 -0.19 -0.26 -0.030
C -0.583 1.882 0.064 -0.09 0.18 0.13 -0.290
O 0.263 1.002 -0.100 -0.01 0.10 -0.14 -0.049
C -1.657 2.145 -0.867 0.03 -0.06 0.20 -0.028
C -2.411 3.248 -0.714 0.03 0.04 -0.12 0.018
N -2.285 4.144 0.315 -0.07 0.00 0.09 0.007
C -1.447 3.824 1.374 -0.05 0.17 0.08 -0.083
C -1.889 1.133 -1.982 -0.49 0.33 0.14 -0.707
O -1.732 1.499 -3.145 -0.15 0.16 -0.06 0.053
O -2.148 -0.028 -1.544 -0.69 0.55 0.01 -0.158
H -3.395 7.044 -1.090 0.00 0.00 0.00 0.080
H -3.302 5.499 -1.928 0.00 -0.01 0.01 0.072
H -1.830 6.238 -1.305 0.00 0.01 0.01 0.096
H -4.119 5.142 0.394 0.00 0.00 0.02 0.150
H -3.364 7.168 1.390 0.01 0.01 0.01 0.117
H -1.668 6.787 1.094 -0.01 0.01 0.00 0.130
H -3.496 5.226 2.971 0.00 0.00 0.01 0.127
H -2.239 6.346 3.487 -0.01 0.01 -0.01 0.114
H -0.673 4.767 4.539 0.01 0.00 -0.01 0.123
H 0.946 1.555 2.217 -0.04 0.06 -0.02 0.098
H -3.178 3.478 -1.441 0.03 0.01 -0.01 0.138
F -2.976 -1.309 -8.098 0.00 -0.01 -0.01 0.057
C -2.116 -1.152 -7.060 0.00 0.02 -0.02 -0.170
C -0.982 -0.374 -7.192 0.03 0.02 0.02 -0.162
F -0.734 0.234 -8.373 -0.01 0.00 0.00 0.071
C -0.111 -0.209 -6.134 -0.05 0.03 -0.14 -0.143
F 0.973 0.572 -6.328 0.01 0.01 0.01 0.075
C -0.313 -0.802 -4.869 0.27 0.04 0.13 -0.339
O 0.488 -0.643 -3.884 -0.14 0.25 -0.64 -0.228
C -1.477 -1.601 -4.791 -0.13 -0.09 -0.13 -0.143
F -1.747 -2.222 -3.627 0.05 0.12 -0.04 0.066
C -2.352 -1.767 -5.842 0.00 -0.02 0.06 -0.155
F -3.454 -2.530 -5.698 0.01 0.00 0.00 0.084
S 1.054 -3.019 -1.146 -0.10 0.14 0.27 -0.338

=====

82
Properties=species:S:1:pos:R:3:forces:R:3:lowdin_charge:R:1 method="wB97M-V/def2-TZVPD" homo_ev="-1.1 / -2.3" spin_multiplicity=5 total_charge=-2
Ir 0.962 1.040 0.606 -0.11 0.10 0.06 1.247
C -1.321 0.822 7.316 0.04 0.02 0.05 -0.188
Si -1.921 0.105 5.681 -0.01 0.01 -0.05 0.499
C -1.328 -1.662 5.598 0.04 -0.05 0.00 -0.226
C -3.804 0.083 5.726 -0.07 -0.02 -0.01 -0.187
C -1.399 1.296 4.332 -0.01 0.05 0.02 -0.260
C -1.764 2.622 4.523 -0.01 -0.05 0.03 -0.114
C -1.430 3.616 3.609 0.02 -0.01 -0.04 -0.073
C -0.700 3.240 2.501 0.05 0.00 -0.01 -0.169
N -0.333 1.979 2.288 0.03 -0.03 -0.04 -0.091
C -0.670 0.993 3.151 0.01 0.02 -0.01 -0.745
S -0.149 -0.566 2.664 -0.05 -0.03 0.04 0.625
H -1.650 0.206 8.159 0.01 0.02 -0.03 0.021
H -1.689 1.839 7.476 0.02 -0.03 0.00 0.017
H -0.228 0.858 7.326 -0.05 0.00 0.01 0.033
H -1.694 -2.196 6.485 0.02 0.02 -0.03 0.023
H -0.238 -1.715 5.576 -0.05 -0.01 -0.01 0.021
H -1.692 -2.164 4.701 0.02 0.02 0.03 0.009
H -4.174 -0.540 6.546 0.01 0.03 -0.03 0.020
H -4.193 -0.320 4.787 0.00 0.02 0.05 0.031
H -4.212 1.090 5.850 0.02 -0.04 -0.01 0.020
H -2.330 2.899 5.411 0.01 -0.01 -0.01 0.090
H -1.719 4.648 3.753 0.01 0.00 -0.01 0.092
H -0.387 3.941 1.740 0.00 -0.03 0.02 0.082
F -1.973 1.590 -1.858 -0.01 0.01 -0.01 0.159
C -2.028 2.786 -1.249 0.11 -0.04 0.05 -0.531
F -2.460 2.573 -0.005 -0.03 0.01 -0.03 0.162
F -2.985 3.500 -1.882 -0.05 0.03 -0.02 0.136
C -0.617 3.485 -1.235 -0.07 -0.08 0.08 -0.348
O 0.141 3.019 -0.246 0.06 0.14 -0.22 -0.277
C -0.848 5.018 -0.990 0.02 -0.12 0.09 -0.541
F -1.725 5.205 0.021 0.01 0.05 0.00 0.138
F -1.334 5.694 -2.049 -0.03 0.06 -0.04 0.140
F 0.288 5.618 -0.630 -0.02 0.04 0.01 0.160
C 0.007 3.329 -2.666 -0.08 0.02 0.10 -0.556
F -0.900 3.580 -3.648 -0.01 -0.01 -0.03 0.128
F 1.008 4.200 -2.841 0.06 -0.02 -0.02 0.153
F 0.466 2.107 -2.870 0.07 -0.05 -0.02 0.159
Cl 2.700 -1.816 1.438 -0.09 -0.04 0.15 0.686
C 3.296 -0.367 2.188 0.07 0.10 0.00 -0.691
C 2.692 0.858 1.907 0.11 -0.20 0.01 -0.388
C 3.254 1.963 2.534 -0.09 0.06 -0.04 -0.701
Cl 2.609 3.537 2.160 0.01 -0.01 0.04 0.679
C 4.320 1.880 3.425 -0.03 0.03 -0.03 -0.706
Cl 4.940 3.296 4.205 0.03 -0.01 0.01 0.630
C 4.896 0.642 3.682 -0.03 -0.07 -0.04 -0.713
Cl 6.238 0.509 4.768 -0.01 0.00 0.01 0.620
C 4.386 -0.489 3.046 0.00 0.07 0.01 -0.700
Cl 5.128 -2.026 3.339 0.00 -0.03 0.02 0.630
C 3.822 -1.644 -1.752 0.00 -0.14 -0.04 -0.162
O 3.488 -0.426 -1.114 0.04 0.09 -0.04 -0.325
C 3.746 0.739 -1.740 -0.19 -0.07 -0.10 -1.335
S 4.632 0.797 -3.162 0.06 0.02 0.06 0.490
S 3.044 2.071 -0.966 -0.03 0.07 -0.02 0.632
H 3.463 -2.423 -1.080 0.04 0.03 -0.07 0.051
H 4.898 -1.728 -1.903 0.00 0.00 0.01 0.066
H 3.326 -1.718 -2.721 0.00 0.02 -0.01 0.068
C -1.061 -2.643 -6.743 0.01 0.02 0.00 -0.054
C -0.969 -3.727 -5.659 0.01 0.02 -0.01 -0.566
C 0.370 -4.465 -5.796 0.03 0.00 0.01 -0.055
C -2.091 -4.737 -5.901 -0.02 0.00 0.02 -0.084
C -1.055 -3.075 -4.277 -0.02 0.00 0.02 -0.186
C -2.066 -3.374 -3.367 0.00 0.00 0.00 -0.047
C -2.142 -2.771 -2.105 -0.01 -0.02 0.00 0.014
C -1.170 -1.859 -1.780 0.00 0.02 0.02 -0.218
O -0.995 -1.139 -0.641 -0.02 -0.03 -0.07 0.096
B 0.161 -0.337 -0.835 0.01 -0.01 0.06 -0.618
O 0.671 -0.631 -2.121 0.11 0.02 0.03 0.110
C -0.153 -1.552 -2.679 0.00 0.03 0.04 -0.196
C -0.074 -2.136 -3.918 0.04 0.00 -0.05 0.060
H -0.988 -3.091 -7.740 0.00 0.01 0.03 0.077
H -0.259 -1.910 -6.641 -0.03 -0.02 -0.01 0.079
H -2.011 -2.110 -6.670 0.02 -0.01 0.00 0.089
H 0.449 -4.934 -6.782 0.00 0.01 0.02 0.077
H 0.458 -5.242 -5.034 0.00 0.02 -0.02 0.088
H 1.215 -3.784 -5.678 -0.03 -0.03 0.00 0.077
H -1.980 -5.171 -6.898 0.00 0.00 0.00 0.077
H -3.074 -4.263 -5.849 0.02 -0.01 0.00 0.081
H -2.061 -5.550 -5.173 -0.01 0.01 -0.02 0.082
H -2.829 -4.096 -3.628 0.02 0.02 0.01 0.088
H -2.935 -3.015 -1.409 0.01 0.00 -0.01 0.114
H 0.733 -1.859 -4.587 -0.02 -0.01 0.03 0.126